Density functional theory data (the ωB97M-V functional and the def2-TZVPD basis) for a single C6H6O molecule in a non-equilibrium geometry.

Computed properties:
- Electronic energy: -8361.36394 eV
- HOMO level: -9.5 eV
- Orbital gap: 0.3845 Eh
- SMILES: C#CC[C@H](O)C#C

```
! RIJCOSX wB97M-V def2-TZVPD def2/J DEFGRID3
* xyz 0 1
C -0.8069 1.6279 -1.0585
C -0.9949 0.4341 -1.0260
C -0.8215 -0.9677 -0.7357
C 0.3554 -1.0410 0.7391
O -0.2412 -0.9298 2.0069
C 1.2860 0.0444 0.5020
C 1.6715 1.1191 0.1050
H -0.8870 2.6801 -1.1915
H -1.7676 -1.4492 -0.4511
H -0.4861 -1.4691 -1.6745
H 0.8280 -2.0287 0.7392
H -0.3775 0.0066 2.2186
H 2.2419 1.9735 -0.1735
*
```